1.
This record from the Open Molecules 2025 dataset describes the ion C10H15N2OS with charge +1. The level of theory is ωB97M-V with the def2-TZVPD basis set.

The value obtained for the orbital gap is 8.900 eV. Its SMILES is [H]/N=C(/[NH3+])SCc1ccc(OCC)cc1. The relative energy (zero: lowest compared OMol25 entry of this formula, charge and spin) is 0.0 kcal/mol. The net charge is +1.

Structure (XYZ):
```
29
Properties=species:S:1:pos:R:3:forces:R:3
S 3.18808 0.08190 0.80108 0.101 -0.163 0.106
O -3.31629 0.71146 0.05770 0.159 0.189 0.262
N 1.98372 0.11809 -1.66929 -0.250 -0.047 -0.259
N 3.32811 1.91448 -1.21425 -0.243 -0.130 -0.490
C -0.27117 -1.29824 -0.35319 0.015 -0.063 0.671
C -4.90322 -1.12189 -0.27876 0.264 0.323 -0.008
C -4.27517 0.15120 -0.83163 -0.436 -0.328 -0.241
C 2.89271 0.84767 -0.74217 0.089 0.152 0.262
C -2.10034 0.17812 0.19041 0.382 -0.094 0.019
C 0.51668 -0.73992 0.65855 -0.300 -0.250 -0.114
C -0.02264 0.29529 1.42721 -0.083 -0.096 -0.161
C -1.56664 -0.85739 -0.57946 -0.366 0.189 -0.128
C 1.89922 -1.24384 0.92369 0.287 0.310 -0.159
C -1.29738 0.74694 1.19551 -0.171 -0.056 -0.092
H -5.66984 -1.47284 -0.96290 -0.080 -0.068 -0.071
H 0.56795 0.73313 2.21722 0.058 0.103 0.100
H -2.14991 -1.34091 -1.34550 -0.112 -0.020 -0.071
H -5.36177 -0.91809 0.68509 -0.059 -0.007 0.069
H 2.00825 -1.56582 1.96023 0.098 -0.046 -0.047
H -1.72276 1.53681 1.79221 -0.058 0.125 0.083
H 3.94922 2.48904 -0.66290 0.085 -0.080 0.377
H 1.77324 0.77339 -2.43713 0.005 -0.205 0.223
H -5.03416 0.93094 -0.92520 0.153 -0.100 -0.074
H 2.18287 -2.07226 0.27441 -0.062 -0.037 0.085
H -4.16287 -1.90788 -0.14771 0.012 -0.103 -0.003
H -3.82953 -0.01882 -1.81867 -0.007 0.096 0.088
H 2.45456 -0.70619 -2.06305 -0.117 0.159 0.100
H 1.09654 -0.20403 -1.16339 0.551 0.319 -0.450
H 0.09066 -2.14988 -0.91603 0.086 -0.073 -0.076
```
Forces are in eV/Å.

2.
This record from the Open Molecules 2025 dataset describes a structure of composition C10H15N2P in a non-equilibrium geometry. The level of theory is ωB97M-V with the def2-TZVPD basis set.

The value obtained for the orbital gap is 9.229 eV. The relative energy (zero: lowest compared OMol25 entry of this formula, charge and spin) is 39.0 kcal/mol. The net charge is 0.

Structure (XYZ):
```
28
Properties=species:S:1:pos:R:3:forces:R:3
P 0.27337 1.04695 -0.25018 1.235 -0.035 -0.218
N -1.32066 -0.92633 -1.58665 -1.177 2.145 2.122
N -0.15641 -0.84920 -2.23116 0.731 0.902 -3.548
C -1.38710 0.83066 -0.74810 -1.184 -1.972 -0.781
C -0.78712 -0.57437 3.38792 -0.321 2.327 -1.516
C 1.42370 -0.57214 1.72161 -0.021 1.536 0.680
C -1.98813 1.77384 -1.73070 2.132 4.015 -0.340
C 0.98372 -0.27635 -1.61595 0.258 -1.229 2.863
C 2.02193 0.31411 -2.57587 -0.278 0.903 0.343
C 0.39239 -1.10801 3.77969 -0.413 -0.570 0.774
C 0.24947 0.12284 1.33431 1.263 -0.914 -0.696
C 1.49758 -1.15269 2.97087 -1.670 -0.116 -1.321
C -0.87326 0.05944 2.13442 1.743 -1.470 0.606
H -2.09448 0.65188 0.01393 -0.512 -0.377 0.867
H 1.82409 -0.20213 -3.52165 1.152 -0.388 0.058
H -2.62378 1.24778 -2.36579 -0.790 -0.718 -1.640
H 1.34382 -1.18428 -0.99243 0.326 1.868 -0.512
H -1.75998 0.28146 1.64917 -1.836 0.971 0.116
H 1.82369 1.39103 -2.87568 0.038 -1.027 0.865
H -1.11658 2.38756 -2.21842 -1.486 -1.554 -0.107
H -0.27969 -0.36324 -3.15556 -0.383 -0.789 1.111
H 2.36383 -0.48369 1.19431 -0.188 -0.206 -0.655
H 0.33497 -1.60342 4.71217 0.574 -0.468 0.984
H 3.05131 0.28167 -2.08747 -1.267 -0.264 -1.229
H -1.23523 -1.54440 -0.74754 0.243 0.770 -0.732
H -2.58018 2.72514 -1.42503 0.673 -1.917 0.622
H -1.56167 -0.36795 4.07925 -0.950 -0.627 0.583
H 2.18041 -1.90616 3.15052 2.108 -0.797 0.703
```
Forces are in eV/Å.

3.
This record from the Open Molecules 2025 dataset describes the ion C10H15N3 with charge +2 in a non-equilibrium geometry. The level of theory is ωB97M-V with the def2-TZVPD basis set.

The value obtained for the orbital gap is 9.583 eV. Its SMILES is [NH2+]=c1cc[nH]cc1C[C@@H]1C=C1C[NH3+]. The relative energy (zero: lowest compared OMol25 entry of this formula, charge and spin) is 9.6 kcal/mol. The net charge is +2.

Structure (XYZ):
```
28
Properties=species:S:1:pos:R:3:forces:R:3
N -2.78199 -0.61278 0.48684 -2.044 -2.762 0.728
N 2.41565 1.48774 -2.96716 -1.002 2.066 -0.314
N -0.24814 -2.59440 3.05696 -0.372 -0.555 0.735
C -1.46736 -3.11403 2.81192 -0.518 2.730 -1.518
C 1.03163 1.10051 -1.02819 1.964 -1.319 -1.569
C 0.06242 -1.38542 2.53706 -0.132 0.866 0.078
C 1.06076 -0.20587 -0.95766 -0.893 2.050 0.632
C -0.09545 0.53367 -0.36876 -0.987 0.692 1.830
C -1.99881 -1.18494 1.39648 2.235 1.523 -0.031
C -0.68105 -0.57372 1.73253 -2.098 -2.334 0.033
C 1.53740 2.12706 -1.90167 0.163 4.570 0.281
C -0.18202 0.72121 1.13259 -1.771 -0.403 1.720
C -2.36553 -2.38792 2.02623 0.310 -1.256 0.879
H 2.62545 2.18926 -3.76274 0.476 -1.323 1.757
H 1.43526 -1.16145 -1.08829 0.675 -1.489 -0.469
H 0.95027 -0.97688 2.87836 1.919 0.393 0.601
H 3.18872 1.02367 -2.45045 -0.127 0.352 -1.121
H 2.12223 3.08641 -1.47706 -1.055 -2.491 -0.473
H -0.88024 1.51368 1.42404 -0.728 -0.106 -0.604
H -1.72473 -4.03117 3.22214 -0.339 -1.491 0.838
H 1.76611 0.83922 -3.37689 0.180 -1.174 -0.457
H -3.60786 -1.17315 0.24639 0.351 0.768 0.009
H -2.66683 0.21174 -0.01698 0.444 1.358 -0.353
H -3.38098 -2.79519 1.95911 0.461 0.209 -0.341
H -1.10401 0.56090 -0.80804 0.745 -0.233 -0.402
H 0.60314 2.64577 -2.30543 1.354 -0.787 -0.348
H 0.33323 -3.02021 3.81663 -0.514 0.590 -1.276
H 0.59324 1.10915 1.78787 1.304 -0.441 -0.847
```
Forces are in eV/Å.

4.
This record from the Open Molecules 2025 dataset describes the molecule C10H15N3O in a non-equilibrium geometry. The level of theory is ωB97M-V with the def2-TZVPD basis set.

The value obtained for the orbital gap is 8.655 eV. Its SMILES is c1cc2c([nH]1)N([C@@H]1CCCOC1)NC2. The relative energy (zero: lowest compared OMol25 entry of this formula, charge and spin) is 95.8 kcal/mol. The net charge is 0.

Structure (XYZ):
```
29
Properties=species:S:1:pos:R:3:forces:R:3
O -3.01116 -0.67840 0.95144 -0.689 -2.283 1.485
N 2.71274 -1.65977 0.26844 -0.928 1.831 -0.007
N 0.58451 -0.10057 1.39058 4.756 -0.052 -0.841
N 0.76168 1.32871 1.35293 -0.120 0.987 0.579
C -1.88429 -0.28910 1.67430 1.394 0.547 -3.991
C 3.84256 0.12313 -0.52858 -1.688 -0.591 0.905
C -2.03996 -0.75869 -1.29779 -2.014 4.912 -0.364
C -0.81545 -0.13554 -0.65842 -1.585 0.863 0.646
C 3.75804 -1.26057 -0.50940 -0.817 3.939 1.296
C -0.62520 -0.62030 0.79447 -0.106 0.502 0.463
C -3.15183 -0.17793 -0.33668 -1.117 1.167 0.392
C 1.80343 1.80251 0.37982 0.420 0.950 0.253
C 2.01294 -0.51099 0.59400 -2.406 0.823 1.943
C 2.71773 0.59713 0.21099 -2.075 -0.955 -0.335
H -1.68910 -0.77745 2.54334 -0.507 -1.730 2.689
H -2.32053 -0.30816 -2.34861 0.960 -1.306 1.741
H -0.41811 -1.72711 1.00624 -0.799 1.058 -1.282
H 2.37530 2.75186 0.66046 -0.975 -1.279 0.515
H -2.05178 0.72921 1.85520 0.626 1.934 0.412
H 2.33632 -2.54637 0.09829 -0.790 -1.287 0.274
H 1.23127 2.16151 -0.49650 0.638 -0.703 -0.271
H -4.25189 -0.43089 -0.50681 1.548 0.403 -0.658
H -0.85040 0.97969 -0.81472 -0.220 -0.889 0.988
H 4.34286 -1.94428 -0.91773 2.618 -2.853 -1.725
H -1.95757 -1.78145 -1.21685 -0.392 -2.406 -0.312
H 4.46128 0.85432 -0.94544 1.440 0.133 -0.953
H 0.05290 -0.36457 -1.11685 2.970 -1.182 -1.965
H 1.00127 1.65545 2.29872 -0.009 -0.615 -0.635
H -3.05755 0.99552 -0.16638 -0.133 -1.921 -1.242
```
Forces are in eV/Å.

no.,total energy (hartree),E_HOMO (eV)
1,-972.72990,-11.99
2,-840.75691,-8.28
3,-553.63376,-15.60
4,-629.37599,-7.83